# 1
ORCA calculation (wB97M-V/def2-TZVPD) on a single C22H30ClN3O3 molecule.

CARTESIAN COORDINATES (ANGSTROEM)
1 Cl -5.96 -2.89 0.61
2 O 3.39 0.46 1.98
3 O 8.18 -1.45 0.33
4 O -1.45 2.08 -1.26
5 N -2.84 1.35 0.34
6 N 1.96 0.32 0.26
7 N 5.88 -0.44 -1.01
8 C -3.23 0.58 1.50
9 C 0.02 1.83 1.64
10 C -7.02 -1.10 -1.09
11 C -6.07 1.06 -1.51
12 C -3.99 1.85 -0.39
13 C -3.90 -0.71 1.05
14 C 7.68 -2.07 -0.83
15 C 5.12 0.45 -1.87
16 C 6.98 -1.06 -1.74
17 C 0.73 0.67 -0.42
18 C -1.62 1.47 -0.22
19 C -0.44 0.87 0.55
20 C 7.13 -0.83 1.04
21 C -5.00 -0.42 0.06
22 C -5.04 0.80 -0.61
23 C 1.16 1.18 2.41
24 C 6.39 0.20 0.18
25 C 3.03 -0.17 -0.59
26 C 2.27 0.64 1.53
27 C 3.85 0.97 -1.20
28 C -6.00 -1.35 -0.20
29 C -7.06 0.12 -1.74
30 H 0.48 -0.13 -1.12
31 H 7.71 -0.31 -2.08
32 H 0.78 0.33 2.99
33 H 1.61 1.88 3.12
34 H 5.57 0.60 0.77
35 H -4.31 -1.24 1.91
36 H 0.86 1.59 -1.00
37 H -4.44 2.69 0.17
38 H -2.37 0.37 2.14
39 H 6.40 -1.59 1.38
40 H -0.80 2.09 2.32
41 H 3.26 1.51 -1.95
42 H 3.69 -0.78 0.02
43 H 4.84 -0.13 -2.76
44 H 4.10 1.67 -0.41
45 H 7.09 1.03 -0.07
46 H 8.54 -2.51 -1.34
47 H 6.96 -2.86 -0.55
48 H -3.63 2.24 -1.34
49 H 2.60 -0.79 -1.38
50 H -3.17 -1.37 0.57
51 H 5.73 1.31 -2.20
52 H 0.36 2.76 1.17
53 H -0.71 -0.09 0.98
54 H 7.58 -0.35 1.91
55 H -3.94 1.18 2.07
56 H -7.85 0.33 -2.44
57 H -7.78 -1.84 -1.27
58 H -6.09 2.01 -2.03
59 H 6.58 -1.58 -2.61

F_max ... 0.50 eV Å⁻¹
SMILES string ... O=C1CC[C@@H](C(=O)N2CCc3c(Cl)cccc3C2)CN1CCCN1CCOCC1
Calculated total energy ... -1706.54536 Ha
Energy relative to the best compared isomer or geometry (same formula, charge and spin) ... 0.0 kJ/mol
E_HOMO ... -8.49 eV
E_LUMO ... 0.48 eV

Electronic structure analysis, natural (NBO) charges in units of e: number 1, Cl, carries 0.00; number 2, O, carries -0.65; number 3, O, carries -0.52; number 4, O, carries -0.63; number 5, N, carries -0.44; number 6, N, carries -0.44; number 7, N, carries -0.45; number 8, C, carries -0.21; number 9, C, carries -0.39; number 10, C, carries -0.23; number 11, C, carries -0.23; number 12, C, carries -0.27; number 13, C, carries -0.42; number 14, C, carries -0.07; number 15, C, carries -0.21; number 16, C, carries -0.24; number 17, C, carries -0.19; number 18, C, carries 0.71; number 19, C, carries -0.32; number 20, C, carries -0.07; number 21, C, carries -0.09; number 22, C, carries 0.07; number 23, C, carries -0.49; number 24, C, carries -0.27; number 25, C, carries -0.22; number 26, C, carries 0.68; number 27, C, carries -0.42; number 28, C, carries -0.01; number 29, C, carries -0.19; number 30, H, carries 0.20; number 31, H, carries 0.16; number 32, H, carries 0.22; number 33, H, carries 0.24; number 34, H, carries 0.24; number 35, H, carries 0.23; number 36, H, carries 0.21; number 37, H, carries 0.20; number 38, H, carries 0.22; number 39, H, carries 0.17; number 40, H, carries 0.21; number 41, H, carries 0.21; number 42, H, carries 0.25; number 43, H, carries 0.19; number 44, H, carries 0.21; number 45, H, carries 0.16; number 46, H, carries 0.19; number 47, H, carries 0.16; number 48, H, carries 0.26; number 49, H, carries 0.19; number 50, H, carries 0.22; number 51, H, carries 0.17; number 52, H, carries 0.22; number 53, H, carries 0.21; number 54, H, carries 0.19; number 55, H, carries 0.20; number 56, H, carries 0.22; number 57, H, carries 0.23; number 58, H, carries 0.21; number 59, H, carries 0.20


# 2
ORCA calculation (wB97M-V/def2-TZVPD) on 3 unconnected molecules or ions with the total composition C22H30N2O12S.

CARTESIAN COORDINATES (ANGSTROEM)
1 S 0.03 -2.18 -2.87
2 O -4.98 -2.75 -3.67
3 O -6.21 -3.61 -1.02
4 O -4.40 -4.33 0.36
5 O -2.40 -5.45 1.27
6 O 4.41 6.02 1.52
7 O 1.84 6.56 5.68
8 O -4.94 -5.91 -3.36
9 O 5.08 3.86 1.50
10 O 6.65 5.52 1.45
11 O 3.41 6.79 4.08
12 O 1.51 5.61 3.62
13 O 2.05 -1.76 -0.98
14 N 1.53 0.43 -0.05
15 N 0.50 0.26 -1.01
16 C 2.48 -0.77 0.01
17 C -5.39 -0.38 -2.71
18 C 3.00 7.10 6.29
19 C -3.85 -3.62 -4.07
20 C 2.19 6.26 4.39
21 C -4.27 -5.16 -4.43
22 C -3.25 -5.25 0.25
23 C -5.13 -4.43 -0.93
24 C -4.38 -1.38 -3.57
25 C 5.21 7.82 5.32
26 C 3.72 7.71 5.12
27 C -3.31 -5.96 -1.25
28 C -0.61 -6.35 -1.71
29 C 3.26 5.22 1.31
30 C 0.86 -1.10 -1.57
31 C -0.60 -3.67 -1.85
32 C 2.97 2.71 1.24
33 C 5.49 5.17 1.49
34 C -0.51 -5.06 -2.72
35 C -2.13 -7.03 -1.65
36 C -4.50 -5.49 -2.02
37 C 3.70 3.89 1.85
38 H 3.05 5.21 0.23
39 H -2.36 -7.67 -2.61
40 H -5.31 0.73 -3.05
41 H 3.42 -0.95 0.72
42 H -5.07 -5.09 -5.32
43 H 3.55 6.28 6.77
44 H 5.45 8.63 6.03
45 H -2.08 -7.81 -0.75
46 H -3.43 -3.15 -5.08
47 H 2.40 5.63 1.84
48 H 3.29 8.68 4.85
49 H -1.68 -3.41 -1.45
50 H 2.72 7.84 7.05
51 H -2.98 -3.53 -3.29
52 H 5.71 8.03 4.37
53 H -4.24 -0.94 -4.66
54 H 0.54 -5.07 -3.25
55 H -3.31 -1.39 -3.08
56 H -6.50 -0.78 -2.82
57 H -3.34 -5.74 -4.90
58 H 5.64 6.89 5.70
59 H 0.09 -7.19 -2.18
60 H 3.63 3.85 2.94
61 H -0.18 -6.13 -0.62
62 H -1.39 -5.09 -3.49
63 H 1.94 2.65 1.62
64 H -5.10 -0.54 -1.56
65 H 0.10 -3.74 -0.91
66 H 2.93 2.78 0.15
67 H 3.48 1.77 1.48

F_max ... 9.65 eV Å⁻¹
SMILES string ... CCOCCOC1=C(CCCCSc2nnco2)C(=O)OC1=O.C[C@@H]1COC(=O)O1.C[C@@H]1COC(=O)O1
Calculated total energy ... -2266.44421 Ha
Energy relative to the best compared isomer or geometry (same formula, charge and spin) ... 640.3 kJ/mol
E_HOMO ... -9.37 eV
E_LUMO ... -1.67 eV

Electronic structure analysis, natural (NBO) charges in units of e: number 1, S, carries 0.20; number 2, O, carries -0.56; number 3, O, carries -0.50; number 4, O, carries -0.49; number 5, O, carries -0.53; number 6, O, carries -0.49; number 7, O, carries -0.48; number 8, O, carries -0.50; number 9, O, carries -0.49; number 10, O, carries -0.59; number 11, O, carries -0.48; number 12, O, carries -0.60; number 13, O, carries -0.45; number 14, N, carries -0.28; number 15, N, carries -0.21; number 16, C, carries 0.22; number 17, C, carries -0.65; number 18, C, carries -0.10; number 19, C, carries -0.12; number 20, C, carries 0.98; number 21, C, carries -0.10; number 22, C, carries 0.75; number 23, C, carries 0.71; number 24, C, carries -0.08; number 25, C, carries -0.63; number 26, C, carries 0.06; number 27, C, carries -0.09; number 28, C, carries -0.41; number 29, C, carries -0.12; number 30, C, carries 0.29; number 31, C, carries -0.52; number 32, C, carries -0.62; number 33, C, carries 0.97; number 34, C, carries -0.44; number 35, C, carries -0.47; number 36, C, carries 0.24; number 37, C, carries 0.06; number 38, H, carries 0.17; number 39, H, carries 0.25; number 40, H, carries 0.22; number 41, H, carries 0.25; number 42, H, carries 0.22; number 43, H, carries 0.19; number 44, H, carries 0.22; number 45, H, carries 0.25; number 46, H, carries 0.20; number 47, H, carries 0.25; number 48, H, carries 0.19; number 49, H, carries 0.23; number 50, H, carries 0.21; number 51, H, carries 0.18; number 52, H, carries 0.24; number 53, H, carries 0.18; number 54, H, carries 0.24; number 55, H, carries 0.18; number 56, H, carries 0.24; number 57, H, carries 0.20; number 58, H, carries 0.22; number 59, H, carries 0.23; number 60, H, carries 0.18; number 61, H, carries 0.24; number 62, H, carries 0.21; number 63, H, carries 0.24; number 64, H, carries 0.22; number 65, H, carries 0.25; number 66, H, carries 0.22; number 67, H, carries 0.21


# 3
ORCA calculation (wB97M-V/def2-TZVPD) on a molecular structure, C22H30N2O2SeTeV.

CARTESIAN COORDINATES (ANGSTROEM)
1 Te 3.51 0.26 -0.69
2 Se 1.80 -1.20 0.49
3 V -0.20 0.28 0.14
4 O 0.54 0.89 -1.23
5 O 1.58 1.23 -1.99
6 N -0.96 0.18 2.04
7 N -2.16 0.28 -0.22
8 C -3.13 1.55 -2.06
9 C 0.25 -0.91 3.87
10 C -0.13 0.25 3.21
11 C -2.91 -0.08 0.76
12 C -2.00 -2.11 -1.82
13 C -2.67 0.33 -1.58
14 C -2.22 -0.10 2.09
15 C 1.12 -0.78 4.95
16 C 1.59 0.47 5.34
17 C 4.96 -0.35 0.73
18 C -3.52 0.46 -4.17
19 C -0.08 2.75 2.81
20 C -2.59 -0.83 -2.35
21 C -2.99 -0.36 3.33
22 C -3.57 1.59 -3.37
23 C -4.35 -0.45 0.65
24 C -3.17 2.77 -1.18
25 C 1.20 1.60 4.65
26 C 0.34 1.52 3.57
27 C 3.23 2.07 0.33
28 C -0.23 -2.27 3.45
29 C -3.03 -0.74 -3.67
30 H -0.91 -2.06 -1.79
31 H 4.55 -0.24 1.73
32 H 5.84 0.29 0.60
33 H -2.27 -2.94 -2.47
34 H 5.22 -1.39 0.55
35 H 2.27 0.55 6.18
36 H 1.57 2.58 4.95
37 H -4.96 0.23 1.25
38 H 3.00 1.83 1.37
39 H -2.22 2.93 -0.67
40 H 0.05 2.64 1.73
41 H -1.21 -2.50 3.88
42 H -3.94 2.52 -3.78
43 H -3.94 2.70 -0.41
44 H -3.38 3.65 -1.78
45 H -3.83 0.34 3.40
46 H -3.42 -1.37 3.30
47 H -4.52 -1.45 1.04
48 H 0.50 3.61 3.12
49 H 1.44 -1.66 5.48
50 H -4.68 -0.41 -0.38
51 H 0.46 -3.04 3.79
52 H -1.14 2.98 2.97
53 H -2.99 -1.62 -4.30
54 H -2.36 -2.35 -0.82
55 H 2.42 2.60 -0.17
56 H -3.86 0.51 -5.20
57 H -2.36 -0.27 4.21
58 H 4.15 2.64 0.27
59 H -0.32 -2.36 2.37

2S+1 ... 3
F_max ... 1.21 eV Å⁻¹
Expectation value of S² ... 2.11
Calculated total energy ... -4729.47067 Ha
Energy relative to the best compared isomer or geometry (same formula, charge and spin) ... 33.4 kJ/mol
E_HOMO (alpha / beta) ... -10.81 / -11.06 eV
Total charge ... +1
E_LUMO (alpha / beta) ... -4.20 / -4.35 eV

Electronic structure analysis, natural (NBO) charges in units of e: number 1, Te, carries 1.27; number 2, Se, carries -0.53; number 3, V, carries 1.28; number 4, O, carries -0.39; number 5, O, carries -0.50; number 6, N, carries -0.55; number 7, N, carries -0.53; number 8, C, carries -0.03; number 9, C, carries -0.03; number 10, C, carries 0.16; number 11, C, carries 0.32; number 12, C, carries -0.63; number 13, C, carries 0.15; number 14, C, carries 0.32; number 15, C, carries -0.19; number 16, C, carries -0.19; number 17, C, carries -0.95; number 18, C, carries -0.18; number 19, C, carries -0.62; number 20, C, carries -0.04; number 21, C, carries -0.70; number 22, C, carries -0.20; number 23, C, carries -0.70; number 24, C, carries -0.63; number 25, C, carries -0.19; number 26, C, carries -0.05; number 27, C, carries -0.90; number 28, C, carries -0.64; number 29, C, carries -0.20; number 30, H, carries 0.23; number 31, H, carries 0.24; number 32, H, carries 0.24; number 33, H, carries 0.24; number 34, H, carries 0.25; number 35, H, carries 0.23; number 36, H, carries 0.22; number 37, H, carries 0.25; number 38, H, carries 0.24; number 39, H, carries 0.22; number 40, H, carries 0.20; number 41, H, carries 0.22; number 42, H, carries 0.22; number 43, H, carries 0.22; number 44, H, carries 0.24; number 45, H, carries 0.25; number 46, H, carries 0.26; number 47, H, carries 0.25; number 48, H, carries 0.24; number 49, H, carries 0.22; number 50, H, carries 0.27; number 51, H, carries 0.24; number 52, H, carries 0.23; number 53, H, carries 0.22; number 54, H, carries 0.20; number 55, H, carries 0.26; number 56, H, carries 0.23; number 57, H, carries 0.26; number 58, H, carries 0.25; number 59, H, carries 0.21


# 4
ORCA calculation (wB97M-V/def2-TZVPD) on a single C22H30N2O5 molecule.

CARTESIAN COORDINATES (ANGSTROEM)
1 O 3.14 3.54 -0.22
2 O -0.32 3.04 0.30
3 O 0.23 -0.52 -0.91
4 O -5.18 -0.97 0.75
5 O -6.39 0.69 -0.14
6 N 1.36 1.55 0.48
7 N -1.61 -0.44 0.37
8 C 4.93 -1.85 0.03
9 C 5.38 0.66 -0.22
10 C 4.23 -2.59 -1.12
11 C -0.32 -0.16 0.11
12 C -7.60 -0.03 0.11
13 C -4.07 0.98 -0.17
14 C 3.58 2.25 -0.12
15 C 1.80 3.64 -0.66
16 C -2.41 0.04 1.48
17 C 4.53 -2.49 1.37
18 C 4.50 -0.40 0.01
19 C -3.18 1.29 1.04
20 C 0.47 0.64 1.16
21 C -5.24 0.11 0.21
22 C -2.45 -0.89 -0.73
23 C 4.92 1.96 -0.30
24 C -7.90 -1.01 -1.00
25 C -3.24 0.30 -1.27
26 C 6.44 -2.02 -0.14
27 C 0.84 2.73 0.09
28 C 2.69 1.21 0.18
29 C 3.16 -0.09 0.21
30 H 6.77 -1.62 -1.10
31 H 4.50 -3.64 -1.11
32 H 2.45 -0.89 0.37
33 H 4.53 -2.16 -2.08
34 H 6.98 -1.52 0.66
35 H -8.86 -1.50 -0.82
36 H -7.13 -1.78 -1.05
37 H 4.89 -3.51 1.42
38 H -4.48 1.92 -0.56
39 H -7.51 -0.55 1.07
40 H -2.53 1.04 -1.67
41 H -3.88 -0.02 -2.09
42 H -7.95 -0.50 -1.96
43 H 5.60 2.78 -0.50
44 H 1.05 -0.03 1.80
45 H 1.74 3.39 -1.73
46 H 3.15 -2.51 -1.05
47 H -0.19 1.26 1.77
48 H 4.97 -1.93 2.19
49 H 6.43 0.48 -0.37
50 H -3.12 -0.75 1.74
51 H 1.50 4.68 -0.52
52 H -1.80 0.24 2.35
53 H -3.79 1.66 1.87
54 H 6.70 -3.08 -0.12
55 H -8.38 0.74 0.18
56 H -1.80 -1.31 -1.50
57 H 3.45 -2.50 1.50
58 H -2.47 2.07 0.76
59 H -3.13 -1.66 -0.36

F_max ... 0.55 eV Å⁻¹
SMILES string ... CCOC(=O)C1CCN(C(=O)CN2C(=O)COc3ccc(C(C)(C)C)cc32)CC1
Calculated total energy ... -1342.09787 Ha
Energy relative to the best compared isomer or geometry (same formula, charge and spin) ... 29.7 kJ/mol
E_HOMO ... -8.18 eV
E_LUMO ... 0.74 eV

Electronic structure analysis, natural (NBO) charges in units of e: number 1, O, carries -0.48; number 2, O, carries -0.63; number 3, O, carries -0.64; number 4, O, carries -0.63; number 5, O, carries -0.50; number 6, N, carries -0.41; number 7, N, carries -0.43; number 8, C, carries -0.08; number 9, C, carries -0.21; number 10, C, carries -0.60; number 11, C, carries 0.68; number 12, C, carries -0.08; number 13, C, carries -0.31; number 14, C, carries 0.26; number 15, C, carries -0.15; number 16, C, carries -0.23; number 17, C, carries -0.59; number 18, C, carries -0.02; number 19, C, carries -0.42; number 20, C, carries -0.31; number 21, C, carries 0.81; number 22, C, carries -0.24; number 23, C, carries -0.24; number 24, C, carries -0.63; number 25, C, carries -0.40; number 26, C, carries -0.60; number 27, C, carries 0.67; number 28, C, carries 0.09; number 29, C, carries -0.18; number 30, H, carries 0.21; number 31, H, carries 0.20; number 32, H, carries 0.22; number 33, H, carries 0.21; number 34, H, carries 0.21; number 35, H, carries 0.22; number 36, H, carries 0.22; number 37, H, carries 0.21; number 38, H, carries 0.23; number 39, H, carries 0.20; number 40, H, carries 0.22; number 41, H, carries 0.21; number 42, H, carries 0.21; number 43, H, carries 0.23; number 44, H, carries 0.23; number 45, H, carries 0.20; number 46, H, carries 0.22; number 47, H, carries 0.24; number 48, H, carries 0.21; number 49, H, carries 0.22; number 50, H, carries 0.23; number 51, H, carries 0.22; number 52, H, carries 0.21; number 53, H, carries 0.21; number 54, H, carries 0.21; number 55, H, carries 0.19; number 56, H, carries 0.25; number 57, H, carries 0.20; number 58, H, carries 0.25; number 59, H, carries 0.22


- Look up the energy relative to the best compared isomer or geometry (same formula, charge and spin) of the fourth one.
  29.7 kJ/mol


- What is the formula in the third record?
  C22H30N2O2SeTeV


- The highest F_max belongs to which entry?
  C22H30N2O12S


- F_max of number 2 (C22H30N2O12S)?
  9.65 eV Å⁻¹